The following is a quantum chemistry calculation of an isolated molecule of C4H12N2O in a non-equilibrium geometry, from the Open Molecules 2025 dataset.

Last column: Löwdin charge in e.
Positions of all 19 atoms, in Å:
C  -0.42  -0.46  0.43  -0.25
C  -1.48  0.35  -0.18  -0.41
C  -2.97  -0.17  0.24  -0.04
O  -1.45  0.48  -1.61  -0.09
N  0.83  0.07  -0.02  -0.09
C  2.07  -0.49  0.55  -0.29
N  3.29  0.31  0.39  0.01
H  -0.35  -1.46  0.07  0.13
H  -0.44  -0.27  1.48  0.12
H  -1.22  1.35  0.19  0.14
H  -3.42  -0.80  -0.49  0.04
H  -2.87  -0.65  1.29  0.08
H  -3.81  0.61  0.49  0.09
H  -1.37  -0.38  -2.17  0.14
H  1.00  1.06  0.07  0.11
H  2.40  -1.52  0.32  0.12
H  1.87  -0.41  1.66  0.11
H  4.06  -0.15  0.01  0.04
H  3.78  0.72  1.15  0.05

Output
Charge = 0
Energy relative to the best compared isomer or geometry (same formula, charge and spin) = 3.043 eV
Kohn-Sham gap = 9.43 eV
E_LUMO = 1.0 eV
HOMO energy = -8.391 eV
SMILES string = C[C@H](O)CNCN

***

The following is a quantum chemistry calculation of an isolated molecule of C15H11N7O2S in a non-equilibrium geometry, from the Open Molecules 2025 dataset.

Last column: Löwdin charge in e.
Positions of all 36 atoms, in Å:
O  0.40  3.87  -2.26  0.09
C  0.48  2.66  -2.30  -0.37
N  0.08  1.88  -1.20  -0.08
N  0.15  0.55  -1.13  0.03
N  0.58  -0.14  -2.06  0.09
C  0.99  0.44  -3.24  -0.20
C  1.44  -0.37  -4.28  -0.01
C  1.87  0.21  -5.45  -0.06
C  1.85  1.59  -5.61  -0.06
C  1.41  2.41  -4.60  0.00
C  0.97  1.84  -3.40  -0.07
H  1.38  3.48  -4.69  0.12
H  2.19  2.03  -6.54  0.11
H  2.22  -0.42  -6.26  0.11
H  1.45  -1.44  -4.14  0.11
C  -0.48  2.56  -0.06  -0.39
H  -1.56  2.73  -0.21  0.09
H  0.03  3.52  0.07  0.09
S  -0.28  1.60  1.46  1.02
C  -1.57  0.48  1.19  -0.61
N  -2.52  0.63  0.29  0.02
N  -3.29  -0.44  0.39  -0.03
N  -2.89  -1.22  1.29  0.05
N  -1.79  -0.69  1.85  -0.04
C  -1.10  -1.34  2.88  -0.20
C  -1.32  -2.70  3.05  -0.01
C  -0.67  -3.38  4.07  -0.01
C  0.20  -2.70  4.92  -0.32
C  0.40  -1.33  4.74  0.00
C  -0.25  -0.65  3.73  -0.03
H  -0.09  0.41  3.62  0.06
H  1.07  -0.82  5.41  0.12
O  0.85  -3.32  5.93  0.06
H  0.63  -4.26  5.95  0.11
H  -0.84  -4.44  4.20  0.12
H  -2.00  -3.22  2.39  0.11

Output
Charge = 0
Energy relative to the best compared isomer or geometry (same formula, charge and spin) = 0.000 eV
Kohn-Sham gap = 8.70 eV
E_LUMO = 0.0 eV
HOMO energy = -8.743 eV
SMILES string = O=c1c2ccccc2nnn1CSc1nnnn1-c1ccc(O)cc1

***

The following is a quantum chemistry calculation of a 2-piece molecular cluster, C3H6N2 overall in a non-equilibrium geometry, from the Open Molecules 2025 dataset.

Last column: Löwdin charge in e.
Positions of all 11 atoms, in Å:
C  1.45  -0.34  0.11  -0.04
C  0.04  -0.30  -0.31  -0.21
N  -0.94  -0.72  0.42  0.17
C  -1.00  2.00  -0.45  -0.35
N  -2.09  1.60  -0.62  -0.18
H  1.79  0.71  0.10  0.10
H  1.59  -0.75  1.12  0.09
H  2.06  -0.90  -0.61  0.10
H  -0.22  0.03  -1.31  0.10
H  -1.86  -0.36  0.15  0.09
H  -0.80  -0.98  1.39  0.14

Output
Charge = 0
Energy relative to the best compared isomer or geometry (same formula, charge and spin) = 2.568 eV
Kohn-Sham gap = 8.56 eV
E_LUMO = -0.4 eV
HOMO energy = -8.964 eV

***

The following is a quantum chemistry calculation of an isolated ion of composition C3H6NO3 and charge -1 in a non-equilibrium geometry, from the Open Molecules 2025 dataset.

Last column: Löwdin charge in e.
Positions of all 13 atoms, in Å:
O  2.31  1.23  0.33  -0.07
C  1.70  0.16  0.22  -0.70
O  2.14  -1.02  0.31  -0.09
C  0.11  0.21  0.19  -0.31
C  -0.63  -1.03  -0.28  -0.21
O  -2.00  -1.09  0.25  -0.12
N  -0.18  1.31  -0.74  0.03
H  -0.18  0.31  1.24  0.13
H  -0.13  -1.90  0.14  0.10
H  -0.81  -1.07  -1.35  0.11
H  -1.91  -0.80  1.16  0.04
H  0.60  1.91  -0.94  0.05
H  -1.03  1.80  -0.54  0.05

Output
Charge = -1
Energy relative to the best compared isomer or geometry (same formula, charge and spin) = 1.553 eV
Kohn-Sham gap = 8.05 eV
E_LUMO = 3.9 eV
HOMO energy = -4.153 eV
SMILES string = N[C@@H](CO)C(=O)[O-]

***

The following is a quantum chemistry calculation of an isolated molecule of C19H28N2O6S in a non-equilibrium geometry, from the Open Molecules 2025 dataset.

Last column: Löwdin charge in e.
Positions of all 56 atoms, in Å:
C  4.77  4.20  -0.13  -0.08
H  3.96  4.19  0.60  0.10
O  5.67  3.14  0.08  -0.08
C  5.20  1.87  -0.04  -0.27
C  6.13  0.84  0.15  0.02
C  5.76  -0.49  0.05  0.00
C  4.44  -0.83  -0.24  -0.27
C  3.52  0.20  -0.43  -0.18
C  3.88  1.53  -0.33  0.01
H  3.11  2.26  -0.50  0.11
S  1.83  -0.21  -0.83  0.71
O  1.79  -1.01  -2.02  -0.26
O  1.09  1.03  -0.85  -0.28
N  1.39  -1.13  0.50  -0.24
C  0.60  -0.42  1.48  -0.18
C  -0.85  -0.21  0.99  -0.12
H  -1.54  -0.37  1.82  0.13
H  -0.97  0.81  0.62  0.11
C  -1.16  -1.20  -0.14  -0.24
C  -2.67  -1.22  -0.35  -0.47
O  -3.41  -2.00  0.21  0.07
N  -3.10  -0.27  -1.20  0.08
H  -2.43  0.38  -1.59  0.15
C  -4.50  -0.03  -1.47  -0.12
H  -4.65  0.10  -2.55  0.13
H  -5.05  -0.91  -1.13  0.13
C  -5.02  1.22  -0.74  -0.31
C  -5.00  1.04  0.79  -0.12
H  -4.28  1.71  1.27  0.11
C  -6.44  1.35  1.21  -0.15
H  -6.77  0.75  2.05  0.11
C  -7.21  1.05  -0.07  -0.20
H  -8.15  1.59  -0.17  0.12
O  -6.36  1.49  -1.12  -0.10
H  -7.40  -0.03  -0.16  0.12
H  -6.55  2.41  1.46  0.11
H  -4.74  0.01  1.04  0.10
H  -4.43  2.09  -1.06  0.15
C  -0.60  -2.57  0.24  -0.11
C  0.93  -2.48  0.25  -0.19
H  1.34  -2.76  -0.72  0.11
H  1.36  -3.14  1.02  0.13
H  -0.99  -2.85  1.22  0.12
H  -0.94  -3.32  -0.47  0.13
H  -0.67  -0.86  -1.06  0.13
H  1.09  0.54  1.65  0.12
H  0.62  -1.00  2.40  0.13
O  3.95  -2.09  -0.35  -0.10
C  4.85  -3.17  -0.22  -0.06
H  4.26  -4.07  -0.38  0.10
H  5.31  -3.20  0.77  0.10
H  5.64  -3.12  -0.98  0.10
H  6.51  -1.25  0.20  0.11
H  7.15  1.11  0.37  0.12
H  4.35  4.18  -1.14  0.10
H  5.36  5.11  0.00  0.09

Output
Charge = 0
Energy relative to the best compared isomer or geometry (same formula, charge and spin) = 2.695 eV
Kohn-Sham gap = 8.98 eV
E_LUMO = 0.6 eV
HOMO energy = -8.364 eV
SMILES string = COc1ccc(OC)c(S(=O)(=O)N2CCC(C(=O)NC[C@@H]3CCCO3)CC2)c1

***

The following is a quantum chemistry calculation of an isolated molecule of C5H8O2, from the Open Molecules 2025 dataset.

Last column: Löwdin charge in e.
Positions of all 15 atoms, in Å:
C  -1.67  -0.62  0.18  -0.05
C  -0.33  -0.12  0.68  -0.24
C  0.95  -0.90  0.38  -0.18
O  1.24  -0.78  -1.02  -0.01
C  1.62  0.29  -0.15  -0.16
C  0.34  1.12  -0.04  -0.28
O  -0.19  1.51  -1.27  -0.01
H  -1.89  -1.62  0.56  0.08
H  -1.71  -0.64  -0.91  0.08
H  -2.47  0.05  0.52  0.08
H  -0.37  0.08  1.76  0.14
H  1.37  -1.76  0.89  0.15
H  2.67  0.58  -0.14  0.15
H  0.40  2.01  0.60  0.15
H  -0.01  0.77  -1.86  0.10

Output
Charge = 0
Energy relative to the best compared isomer or geometry (same formula, charge and spin) = 2.285 eV
Kohn-Sham gap = 10.86 eV
E_LUMO = 1.0 eV
HOMO energy = -9.830 eV
SMILES string = C[C@@H]1[C@H](O)[C@@H]2O[C@H]12

***

Q: What is the energy relative to the best compared isomer or geometry (same formula, charge and spin) in the fourth record?
A: 1.553 eV

***

Q: Look up the charge of the first one.
A: 0

***

Please write out number 6 again, unchanged.
The following is a quantum chemistry calculation of an isolated molecule of C5H8O2, from the Open Molecules 2025 dataset.

Last column: Löwdin charge in e.
Positions of all 15 atoms, in Å:
C  -1.67  -0.62  0.18  -0.05
C  -0.33  -0.12  0.68  -0.24
C  0.95  -0.90  0.38  -0.18
O  1.24  -0.78  -1.02  -0.01
C  1.62  0.29  -0.15  -0.16
C  0.34  1.12  -0.04  -0.28
O  -0.19  1.51  -1.27  -0.01
H  -1.89  -1.62  0.56  0.08
H  -1.71  -0.64  -0.91  0.08
H  -2.47  0.05  0.52  0.08
H  -0.37  0.08  1.76  0.14
H  1.37  -1.76  0.89  0.15
H  2.67  0.58  -0.14  0.15
H  0.40  2.01  0.60  0.15
H  -0.01  0.77  -1.86  0.10

Output
Charge = 0
Energy relative to the best compared isomer or geometry (same formula, charge and spin) = 2.285 eV
Kohn-Sham gap = 10.86 eV
E_LUMO = 1.0 eV
HOMO energy = -9.830 eV
SMILES string = C[C@@H]1[C@H](O)[C@@H]2O[C@H]12